1.
{
  "formula": "C48H37IMnN8OP",
  "method": "ωB97M-V/def2-TZVPD",
  "species": ["C", "C", "C", "C", "C", "C", "C", "H", "C", "C", "C", "H", "H", "C", "H", "H", "C", "H", "N", "C", "H", "H", "C", "H", "H", "C", "H", "H", "C", "C", "C", "C", "O", "H", "C", "C", "C", "C", "H", "H", "C", "C", "C", "N", "N", "C", "H", "H", "H", "C", "H", "H", "C", "C", "H", "H", "C", "H", "H", "C", "N", "P", "H", "C", "H", "H", "C", "H", "C", "H", "C", "H", "C", "C", "C", "H", "C", "I", "C", "C", "C", "N", "C", "H", "N", "H", "C", "N", "C", "C", "H", "C", "H", "Mn", "H", "H", "N"],
  "positions_angstrom": [[5.046, 1.974, 0.771], [-3.499, 2.998, 1.086], [3.826, 2.951, 3.070], [-2.842, -3.390, -2.223], [-0.890, 3.641, 0.385], [-4.824, 2.672, 1.464], [2.328, 3.457, -1.415], [-3.832, 5.125, 1.196], [-3.056, 0.656, 0.894], [2.361, 5.862, -1.428], [-0.237, -0.825, -2.759], [-5.511, 3.479, 1.680], [0.422, -1.667, -2.633], [-0.008, -6.376, 3.977], [1.437, 6.805, -3.113], [0.819, 4.670, -4.192], [4.520, 1.494, -2.634], [0.364, -7.312, 4.369], [0.555, -1.511, 3.652], [0.683, -2.703, 4.477], [-1.486, -7.298, 2.716], [1.962, -1.796, 2.094], [-5.199, -3.531, -1.753], [5.633, -1.248, -4.269], [-2.294, -1.722, -5.122], [-3.101, -2.578, -3.315], [5.799, 2.982, 3.911], [3.209, 4.664, 0.133], [3.564, 0.897, -1.817], [-1.040, -6.374, 3.053], [-1.963, -2.033, -4.131], [0.556, -5.182, 4.389], [-2.431, -4.402, 0.438], [0.122, 3.953, 0.123], [0.077, -3.965, 3.907], [-1.824, 4.671, 0.637], [-0.062, 0.407, 3.097], [-5.461, -2.732, -2.854], [-1.823, -3.661, -1.977], [-6.244, 1.136, 1.855], [-2.551, 1.979, 0.801], [5.201, 2.755, 3.039], [1.337, 4.667, -3.244], [-4.378, -5.431, 0.417], [-1.342, -0.874, -3.495], [3.669, 2.170, 0.796], [3.350, 3.332, 3.962], [-1.389, 2.080, -2.467], [6.877, 2.104, 1.871], [3.355, -0.476, -1.897], [6.002, 1.189, -4.147], [4.677, 2.565, -2.592], [-4.332, 0.337, 1.258], [-4.415, -2.243, -3.623], [2.604, -0.944, -1.266], [5.527, 1.590, -0.119], [-1.499, -5.167, 2.545], [-4.618, -1.598, -4.467], [-1.520, 5.706, 0.555], [5.808, 2.262, 1.894], [-3.699, -5.795, 1.578], [2.599, 1.848, -0.625], [1.384, 2.533, -3.114], [3.062, 2.651, 1.955], [0.218, -2.436, 5.428], [1.984, 2.801, 1.989], [-3.100, 4.355, 0.988], [1.747, -2.865, 4.665], [-5.234, 1.378, 1.559], [2.642, 6.794, -0.958], [5.262, 0.721, -3.513], [-4.657, -0.688, 1.309], [1.687, 5.867, -2.637], [1.227, -1.163, 2.560], [1.653, 3.466, -2.636], [-0.593, 1.343, 3.076], [-2.579, -5.172, 1.551], [-1.822, -0.964, 0.390], [-3.612, -4.612, -0.207], [-3.881, -3.849, -1.427], [-1.175, 1.053, -2.706], [0.868, 0.052, 2.166], [-0.954, -3.961, 2.982], [1.369, -5.193, 5.103], [-1.963, 0.323, -3.456], [-1.171, -2.776, -4.251], [4.100, -1.251, -2.772], [-0.284, -0.513, 4.000], [5.053, -0.649, -3.581], [2.683, 4.659, -0.813], [-1.347, -3.025, 2.608], [-1.196, 2.298, 0.457], [-6.000, -3.904, -1.131], [0.335, 0.891, 0.069], [3.936, -2.318, -2.826], [-6.481, -2.477, -3.104], [-0.082, 0.387, -2.238]],
  "e_lumo_ev": [-2.1, -2.5],
  "charge": 1,
  "s_squared": 8.761,
  "homo_energy_ev": [-10.14, -10.22],
  "multiplicity": 6
}

2.
{
  "formula": "C48H39AsN6PPtS4",
  "method": "ωB97M-V/def2-TZVPD",
  "species": ["C", "C", "H", "H", "H", "C", "H", "C", "C", "N", "C", "C", "C", "C", "C", "S", "H", "H", "As", "C", "C", "C", "H", "C", "H", "H", "H", "C", "C", "C", "C", "H", "S", "H", "S", "C", "P", "H", "H", "H", "H", "C", "H", "S", "C", "C", "C", "C", "C", "C", "N", "H", "H", "H", "C", "H", "H", "C", "N", "H", "C", "C", "H", "H", "C", "N", "H", "C", "H", "C", "C", "N", "C", "H", "H", "N", "C", "H", "C", "H", "C", "Pt", "H", "H", "H", "C", "C", "H", "C", "H", "C", "C", "H", "H", "C", "C", "H", "C", "C", "C"],
  "positions_angstrom": [[4.851, -1.264, -3.906], [-0.155, 4.267, -1.113], [8.174, -1.909, -3.960], [0.433, 1.318, 7.088], [0.818, 4.654, -1.425], [-0.667, 1.074, 3.899], [-4.172, -3.539, -1.613], [-0.865, 6.219, 3.657], [-0.792, 4.986, 3.038], [-0.017, 3.261, -0.084], [2.480, 0.854, -3.775], [0.102, 2.225, 1.844], [-0.575, 0.828, 5.260], [-5.027, -1.273, -4.022], [-3.800, -3.085, 2.198], [-0.844, -5.508, 3.666], [-3.643, -2.982, 3.263], [3.095, -0.734, 1.883], [0.555, -3.741, 4.004], [0.369, 1.496, 6.021], [-0.045, 1.905, -0.282], [3.483, -1.690, 1.560], [4.904, -4.498, 2.806], [0.638, 7.132, 2.032], [1.870, 0.462, -4.592], [4.009, -3.486, -1.255], [2.128, 1.861, -3.548], [5.796, -1.033, -1.710], [3.361, -0.695, -1.986], [7.037, -1.372, -2.214], [-0.153, 7.303, 3.158], [-8.022, -1.433, -1.600], [-0.256, -1.965, 3.062], [4.941, -5.066, 0.397], [0.297, -3.303, -0.060], [-4.573, -4.369, 0.322], [-0.060, 1.226, -1.965], [-8.361, -1.869, -4.015], [-2.125, 0.604, -4.626], [3.517, 0.901, -4.094], [-0.639, 3.825, -1.980], [1.171, 2.613, 4.053], [-5.048, -5.257, -0.077], [1.018, -5.518, 2.735], [-2.725, 0.978, -3.793], [6.099, -1.594, -4.406], [3.478, -2.020, 0.207], [-3.504, -0.737, -2.107], [0.715, 5.898, 1.408], [4.546, -4.113, 0.726], [0.050, 1.261, 0.878], [-1.359, 4.148, 3.420], [7.890, -1.422, -1.550], [-1.430, 0.589, 3.306], [1.270, 0.009, -1.777], [1.857, 3.299, 3.570], [1.976, 2.925, 6.009], [1.238, 2.397, 5.417], [-1.716, -0.650, -0.751], [5.678, -0.812, -0.659], [0.209, 1.955, 3.284], [-4.425, -4.214, 1.693], [-0.213, 8.268, 3.645], [1.361, 5.776, 0.549], [-1.519, 0.144, -1.767], [2.370, 0.029, -2.593], [-6.427, -1.806, -5.552], [7.200, -1.652, -3.565], [1.204, 7.968, 1.640], [4.676, -0.973, -2.550], [0.000, 4.800, 1.898], [-2.584, 0.139, -2.625], [4.015, -2.572, 2.488], [-0.755, 5.094, -0.739], [3.986, -1.278, -4.559], [1.550, -0.667, -0.668], [2.841, -1.126, -0.779], [-5.773, -0.874, -0.749], [-3.480, -2.257, -0.038], [4.015, -2.307, 3.539], [4.030, -3.228, -0.204], [0.337, -1.239, 0.879], [-1.491, 6.340, 4.532], [-3.769, 1.016, -4.094], [-4.178, -1.278, -4.693], [-4.829, -1.008, -2.666], [4.531, -3.791, 2.075], [-2.386, 1.988, -3.560], [-5.928, -1.067, -1.802], [-4.786, -4.980, 2.368], [-6.292, -1.581, -4.501], [0.059, 3.483, 1.269], [-2.863, -1.212, 1.711], [6.209, -1.826, -5.458], [-7.185, -1.379, -2.285], [-7.375, -1.628, -3.638], [-1.236, 0.103, 5.714], [-2.940, -1.230, -0.937], [-4.095, -3.400, -0.542], [-3.340, -2.106, 1.335]],
  "e_lumo_ev": 1.8,
  "charge": -1,
  "homo_energy_ev": -1.97
}

For the records above, the corresponding total energy values read -4154.534892; -6470.378326 hartree.
For the records above, the corresponding ΔE to the lowest compared entry with this formula, charge and spin values read 2.66; 57.31 kcal/mol.